[1]
Computed, not measured: a 10-piece molecular cluster, C7H30O10 overall in a non-equilibrium geometry, with ωB97M-V/def2-TZVPD.

Properties
relative energy (zero: lowest compared OMol25 entry of this formula, charge and spin): 608.4 kJ/mol
SMILES: CC/C=C/C=C(/C)O.O.O.O.O.O.O.O.O.O
highest occupied orbital energy: -8.97 eV

Structure (ORCA input):
```
! wB97M-V def2-TZVPD RIJCOSX def2/J DEFGRID3
* xyz 0 1
C -3.80 1.81 0.06
C -3.58 1.67 1.60
C -2.32 1.04 2.26
C -1.08 1.00 1.74
C 0.05 0.48 2.53
C 0.50 -0.79 2.36
C 1.68 -1.30 3.06
O -0.30 -1.50 1.52
H -3.75 0.92 -0.59
H -3.03 2.47 -0.33
H -4.80 2.10 -0.23
H -3.70 2.81 1.88
H -4.39 1.14 2.04
H -2.44 1.16 3.36
H -1.09 1.21 0.56
H 0.40 1.10 3.28
H 1.76 -2.38 2.92
H 1.62 -1.18 4.21
H 2.57 -0.79 2.63
H 0.03 -1.89 0.63
O 0.64 0.46 -4.30
H 0.76 1.39 -4.47
H 1.39 0.11 -4.05
O 3.79 -2.36 -1.18
H 2.99 -2.09 -1.51
H 4.55 -1.70 -1.20
O -0.41 -4.63 0.64
H 0.51 -4.34 0.81
H -0.91 -3.87 1.19
O -1.75 2.58 -2.26
H -0.89 2.92 -2.38
H -1.74 2.38 -1.26
O 0.99 0.73 -1.52
H 1.77 0.60 -0.87
H 0.64 -0.08 -1.66
O 1.29 3.50 -1.48
H 1.59 2.56 -1.26
H 0.42 3.56 -1.39
O 3.25 2.43 1.40
H 2.97 2.03 2.23
H 2.64 3.22 1.28
O -0.44 -3.81 -1.92
H -0.59 -4.36 -1.19
H -0.11 -4.33 -2.76
O 1.02 -1.70 -2.14
H 0.24 -1.87 -1.45
H 1.02 -2.43 -2.81
*
```

Here are the Löwdin charges for atoms 1 to 8, given in e:
1 C -0.115
2 C -0.228
3 C -0.107
4 C -0.113
5 C -0.066
6 C -0.410
7 C -0.036
8 O -0.011

[2]
Computed, not measured: C27H23BBrF4NO2PPt as an isolated structure in a non-equilibrium geometry, with ωB97M-V/def2-TZVPD.

Properties
highest occupied orbital energy (alpha / beta): -10.20 / -11.56 eV

Structure (ORCA input):
```
! wB97M-V def2-TZVPD RIJCOSX def2/J DEFGRID3
* xyz 1 5
Pt -0.17 -0.08 0.49
C -0.13 4.08 0.97
C -1.28 4.43 0.10
C -1.84 5.70 0.12
C -2.90 6.03 -0.71
C -3.43 5.08 -1.57
C -2.90 3.80 -1.60
C -1.82 3.48 -0.78
P -1.06 1.84 -0.89
C -2.11 0.87 -2.01
C -1.70 0.54 -3.30
C -2.50 -0.28 -4.08
C -3.68 -0.80 -3.58
C -4.08 -0.48 -2.29
C -3.31 0.35 -1.48
C -3.74 0.67 -0.10
C 0.50 2.18 -1.78
C 0.50 3.11 -2.81
C 1.65 3.31 -3.56
C 2.79 2.56 -3.29
C 2.78 1.63 -2.27
C 1.65 1.44 -1.46
C 1.73 0.55 -0.30
H -0.08 4.73 1.84
H 0.81 4.18 0.43
H -0.21 3.05 1.32
H -1.44 6.45 0.79
H -3.32 7.02 -0.68
H -4.27 5.32 -2.20
H -3.32 3.06 -2.26
H -0.77 0.92 -3.69
H -2.20 -0.50 -5.10
H -4.30 -1.44 -4.19
H -5.01 -0.87 -1.90
H -4.73 0.28 0.11
H -3.74 1.75 0.08
H -3.06 0.24 0.63
H -0.40 3.67 -3.03
H 1.65 4.05 -4.35
H 3.68 2.71 -3.87
H 3.68 1.07 -2.04
H 1.93 1.09 0.64
H 2.43 -0.27 -0.44
Br -2.63 -5.09 -5.09
C -2.58 -4.73 -3.24
C -3.26 -5.56 -2.34
N -3.25 -5.29 -1.05
C -2.63 -4.25 -0.55
C -1.93 -3.37 -1.38
C -1.90 -3.62 -2.75
C -1.26 -2.17 -0.80
O -1.62 -1.77 0.33
O -0.38 -1.58 -1.45
H -3.82 -6.42 -2.66
H -2.67 -4.10 0.51
H -1.37 -2.96 -3.41
F -1.43 1.00 2.33
B -0.36 0.55 3.17
F -0.18 -0.81 2.79
F 0.76 1.21 2.63
F -0.57 0.75 4.45
*
```

Here are the Löwdin charges for atoms 1 to 8, given in e:
1 Pt 1.324
2 C -0.035
3 C -0.256
4 C -0.022
5 C -0.054
6 C -0.064
7 C -0.085
8 C -0.305

[3]
Computed, not measured: an isolated ion of composition C8H10N3OS and charge +1 in a non-equilibrium geometry, with ωB97M-V/def2-TZVPD.

Properties
relative energy (zero: lowest compared OMol25 entry of this formula, charge and spin): 167.8 kJ/mol
highest occupied orbital energy: -12.67 eV

Structure (ORCA input):
```
! wB97M-V def2-TZVPD RIJCOSX def2/J DEFGRID3
* xyz 1 1
C 1.51 -2.05 -2.96
C 1.77 -0.64 -2.98
C 0.66 -2.62 -2.09
C 1.46 0.07 -1.87
C 0.33 -1.91 -0.97
C 0.62 -0.55 -0.90
C -1.00 0.36 0.71
C -1.94 1.54 2.67
N -1.43 1.26 1.57
N 0.23 0.28 0.31
N 1.22 1.05 1.11
O -1.63 0.82 3.71
S -2.93 3.04 2.91
H 1.94 -2.57 -3.83
H 2.25 -0.26 -3.88
H 0.28 -3.66 -2.12
H 1.75 1.14 -1.93
H -0.29 -2.45 -0.28
H -1.77 -0.17 0.16
H 0.67 1.71 1.64
H 1.67 1.71 0.44
H -1.90 1.21 4.56
H -3.46 2.70 4.01
*
```

Here are the Löwdin charges for atoms 1 to 8, given in e:
1 C -0.055
2 C -0.062
3 C -0.084
4 C -0.034
5 C -0.037
6 C -0.143
7 C -0.080
8 C -0.728

[4]
Computed, not measured: C24H44CuN4O14 as an isolated structure in a non-equilibrium geometry, with ωB97M-V/def2-TZVPD.

Properties
highest occupied orbital energy (alpha / beta): -1.28 / -3.19 eV

Structure (ORCA input):
```
! wB97M-V def2-TZVPD RIJCOSX def2/J DEFGRID3
* xyz -1 3
Cu 0.55 -0.92 2.12
C 4.79 0.91 1.94
C 5.54 1.41 0.63
N 4.69 2.25 -0.17
C 5.14 3.28 -0.94
C 4.01 3.94 -1.44
N 2.92 3.18 -1.17
C 3.30 2.11 -0.38
C 1.52 3.50 -1.56
H 4.35 1.74 2.49
H 5.50 0.52 2.67
H 4.07 0.12 1.73
H 5.88 0.58 0.01
H 6.39 2.00 0.94
H 6.20 3.49 -0.85
H 3.89 4.85 -2.02
H 2.69 1.33 0.06
H 1.11 2.86 -2.34
H 1.34 4.55 -1.78
H 0.93 3.30 -0.66
N 1.10 -0.87 -1.27
O 2.10 -0.48 -1.81
O 0.16 -1.18 -1.88
O 1.08 -0.89 -0.05
C 0.94 3.40 2.48
C 0.56 4.21 3.49
C -0.08 3.67 4.78
O -0.62 4.43 5.68
C -0.34 2.37 4.93
C 0.08 1.44 3.89
C 0.79 2.00 2.60
O 1.36 1.12 1.90
O -0.08 0.25 3.91
O 0.74 5.48 3.22
H 1.37 3.76 1.56
H -0.88 1.99 5.78
C -8.59 -1.44 -2.22
C -7.47 -0.47 -1.57
O -6.24 -1.11 -1.27
C -5.40 -1.50 -2.24
O -5.67 -1.58 -3.43
O -4.18 -1.61 -1.69
C -3.07 -1.70 -2.50
H -9.00 -0.87 -3.05
H -9.37 -1.64 -1.49
H -8.18 -2.39 -2.54
H -7.89 -0.07 -0.65
H -7.24 0.35 -2.25
H -3.35 -2.24 -3.41
H -2.30 -2.34 -2.08
H -2.57 -0.78 -2.80
C -1.46 1.01 0.23
O -1.25 0.02 1.22
C -2.51 -0.53 1.60
C -2.37 -1.54 2.78
N -1.13 -2.33 2.72
C -1.16 -3.10 1.46
C 0.18 -3.91 1.25
O 1.29 -3.03 1.43
C 2.53 -3.71 1.32
H -1.72 0.52 -0.71
H -0.58 1.63 0.07
H -2.32 1.66 0.37
H -2.97 -1.02 0.74
H -3.25 0.23 1.87
H -3.16 -2.29 2.86
H -2.32 -0.92 3.67
H -1.20 -3.00 3.48
H -1.39 -2.62 0.51
H -1.95 -3.85 1.40
H 0.29 -4.35 0.25
H 0.17 -4.72 1.98
H 3.39 -3.09 1.06
H 2.50 -4.53 0.60
H 2.84 -4.15 2.27
C 5.17 -1.99 -2.19
O 4.62 -1.18 -1.20
H 4.45 -2.71 -2.58
H 5.43 -1.32 -3.02
H 6.11 -2.41 -1.84
H 3.72 -0.94 -1.42
C -0.84 0.57 -4.81
O -0.31 -0.66 -4.45
H -0.83 0.76 -5.89
H -1.93 0.58 -4.67
H -0.43 1.34 -4.17
H -0.18 -0.75 -3.51
*
```

Here are the Löwdin charges for atoms 1 to 8, given in e:
1 Cu 0.336
2 C -0.034
3 C -0.161
4 N -0.058
5 C -0.014
6 C -0.029
7 N -0.066
8 C 0.092

[5]
Computed, not measured: a 3-piece molecular cluster, C10H19N4O2P overall in a non-equilibrium geometry, with ωB97M-V/def2-TZVPD.

Properties
SMILES: Cc1ccc(CP)cc1.NC(N)=O.NC(N)=O
highest occupied orbital energy: -8.83 eV

Structure (ORCA input):
```
! wB97M-V def2-TZVPD RIJCOSX def2/J DEFGRID3
* xyz 0 1
C 6.61 -0.37 1.62
C 5.15 -0.55 1.26
C 4.80 -1.42 0.22
C 3.47 -1.57 -0.12
C 2.45 -0.89 0.55
C 1.02 -1.16 0.13
P -0.09 0.31 0.23
C 2.80 -0.03 1.58
C 4.14 0.13 1.92
H 7.18 -0.34 0.70
H 6.74 0.59 2.10
H 6.95 -1.18 2.26
H 5.58 -1.95 -0.30
H 3.21 -2.24 -0.93
H 0.64 -1.97 0.76
H 0.99 -1.50 -0.90
H -0.05 0.74 1.57
H -1.36 -0.28 0.12
H 2.04 0.50 2.13
H 4.41 0.80 2.72
N -4.32 -0.07 -3.26
C -3.18 -0.42 -2.61
N -2.10 0.39 -2.83
O -3.12 -1.38 -1.86
H -4.40 0.72 -3.87
H -5.13 -0.64 -3.11
H -1.25 0.16 -2.36
H -2.12 1.19 -3.44
N -5.62 2.11 1.63
C -5.54 1.50 0.40
N -4.30 1.05 0.06
O -6.51 1.38 -0.32
H -4.84 2.22 2.25
H -6.52 2.45 1.92
H -4.22 0.60 -0.84
H -3.49 1.15 0.64
*
```

Here are the Löwdin charges for atoms 1 to 8, given in e:
1 C -0.050
2 C -0.281
3 C -0.043
4 C -0.047
5 C -0.308
6 C -0.435
7 P 0.804
8 C -0.064

[6]
Computed, not measured: C56H48CdN2O4P3SSeSi as an isolated structure in a non-equilibrium geometry, with ωB97M-V/def2-TZVPD.

Properties
relative energy (zero: lowest compared OMol25 entry of this formula, charge and spin): 0.0 kJ/mol
highest occupied orbital energy: -4.33 eV

Structure (ORCA input):
```
! wB97M-V def2-TZVPD RIJCOSX def2/J DEFGRID3
* xyz -1 1
Cd -0.67 0.86 -0.20
C 5.69 2.70 -0.99
C 5.14 1.63 -1.69
C 4.04 0.96 -1.20
C 3.47 1.34 0.02
C 4.01 2.41 0.72
C 5.12 3.08 0.22
P 1.92 0.56 0.58
C 1.79 0.91 2.35
C 1.01 2.03 2.67
C 0.97 2.43 4.01
C 1.45 1.59 5.01
C 2.07 0.38 4.69
C 2.25 0.06 3.36
C 2.29 -1.23 0.38
C 3.55 -1.70 0.77
C 3.89 -3.04 0.65
C 2.96 -3.93 0.13
C 1.72 -3.47 -0.27
C 1.35 -2.12 -0.17
Si -0.38 -1.58 -0.82
C -1.55 -3.00 -0.28
C -2.34 -3.72 -1.18
C -3.14 -4.78 -0.78
C -3.15 -5.17 0.55
C -2.41 -4.45 1.47
C -1.66 -3.34 1.09
P -0.83 -2.24 2.33
C -2.20 -1.38 3.20
C -3.56 -1.34 2.94
C -4.42 -0.63 3.78
C -3.93 0.07 4.86
C -2.56 0.07 5.12
C -1.72 -0.63 4.28
C -0.36 -3.53 3.56
C -0.89 -3.66 4.84
C -0.41 -4.64 5.71
C 0.59 -5.50 5.31
C 1.13 -5.38 4.04
C 0.66 -4.40 3.18
C -0.18 -1.80 -2.73
C 0.00 -3.08 -3.27
C 0.13 -3.31 -4.63
C 0.08 -2.23 -5.51
C -0.06 -0.96 -5.01
C -0.18 -0.73 -3.63
P -0.27 1.00 -3.02
C 1.10 1.80 -3.93
C 1.09 3.19 -4.10
C 2.19 3.84 -4.65
C 3.32 3.12 -5.02
C 3.34 1.75 -4.84
C 2.25 1.09 -4.29
C -1.77 1.67 -3.82
C -1.82 2.17 -5.12
C -3.01 2.65 -5.64
C -4.17 2.63 -4.88
C -4.13 2.15 -3.58
C -2.94 1.68 -3.05
H 6.55 3.22 -1.38
H 5.57 1.33 -2.64
H 3.61 0.14 -1.76
H 3.57 2.72 1.66
H 5.54 3.91 0.77
H 0.90 2.81 1.92
H 0.49 3.36 4.26
H 1.37 1.90 6.04
H 2.43 -0.27 5.47
H 2.75 -0.86 3.09
H 4.27 -1.00 1.18
H 4.87 -3.38 0.97
H 3.21 -4.98 0.03
H 1.00 -4.18 -0.66
H -2.33 -3.45 -2.23
H -3.74 -5.30 -1.51
H -3.75 -6.01 0.87
H -2.45 -4.72 2.52
H -3.50 -2.37 1.32
H -5.47 -0.62 3.53
H -4.61 0.63 5.49
H -2.15 0.65 5.93
H -0.65 -0.58 4.45
H -1.68 -2.99 5.17
H -0.84 -4.72 6.70
H 0.97 -6.25 5.99
H 1.93 -6.04 3.72
H 1.10 -4.30 2.19
H 0.03 -3.94 -2.61
H 0.26 -4.31 -5.01
H 0.17 -2.39 -6.58
H -0.07 -0.11 -5.69
H 0.23 3.76 -3.78
H 2.16 4.91 -4.76
H 4.17 3.63 -5.43
H 4.22 1.18 -5.11
H 2.29 0.02 -4.15
H -0.92 2.19 -5.72
H -3.03 3.04 -6.65
H -5.09 3.01 -5.29
H -5.02 2.15 -2.97
H -2.91 1.34 -2.01
C -3.15 5.38 -0.06
N -2.05 4.61 -0.60
C -0.79 4.80 -0.23
N -0.54 5.86 0.58
S 0.46 3.81 -0.78
H -4.06 5.08 -0.58
H -2.99 6.44 -0.24
H -3.27 5.19 1.01
H -2.26 3.63 -0.81
H -1.22 5.94 1.33
H 0.41 5.85 0.92
O -1.88 3.80 2.25
Se -2.36 2.24 2.01
O -2.53 2.02 0.30
O -0.94 1.32 2.13
O -4.17 -1.95 1.88
*
```

Here are the Löwdin charges for atoms 1 to 8, given in e:
1 Cd 1.059
2 C -0.099
3 C -0.094
4 C -0.101
5 C -0.363
6 C -0.082
7 C -0.088
8 P 1.001